Record 1
111
Properties=species:S:1:pos:R:3 method="wB97M-V/def2-TZVPD" orbital_gap_ev=7.18 homo_ha=-0.26831 max_force_ev_per_a=0.7
Bi -0.63 -0.31 -0.73
S -1.67 1.58 0.85
C -2.41 0.43 1.96
C -2.96 0.90 3.17
C -3.58 0.00 4.00
C -3.64 -1.35 3.65
C -3.07 -1.72 2.46
N -2.48 -0.86 1.62
H -2.89 1.94 3.42
H -4.01 0.35 4.93
H -4.12 -2.08 4.29
H -3.09 -2.75 2.13
C 5.41 2.85 0.26
O 4.13 2.63 -0.31
C 3.11 3.47 0.08
C 3.28 4.59 0.87
C 2.17 5.36 1.23
C 0.91 4.98 0.82
C 0.75 3.84 0.04
C 1.84 3.09 -0.38
N 1.75 1.87 -1.06
C 1.14 1.54 -2.37
C -0.04 2.43 -2.70
C 0.24 3.70 -3.20
C -0.75 4.60 -3.57
C -2.08 4.21 -3.44
C -2.39 2.95 -2.97
C -1.39 2.03 -2.61
O -1.79 0.82 -2.20
H 5.37 2.81 1.35
H 5.82 3.81 -0.06
H 6.05 2.05 -0.11
H 4.26 4.88 1.21
H 2.31 6.24 1.84
H 0.04 5.55 1.11
H -0.25 3.52 -0.24
H 2.62 1.36 -1.00
H 1.86 1.70 -3.19
H 1.28 3.99 -3.30
H -0.49 5.58 -3.94
H -2.88 4.89 -3.71
H -3.42 2.63 -2.87
C 0.09 -0.26 -4.60
C 1.04 -0.68 -3.47
C 0.72 -2.12 -3.07
C 2.49 -0.65 -3.97
N 0.90 0.13 -2.26
H 0.23 -0.90 -5.47
H 0.29 0.77 -4.91
H -0.95 -0.32 -4.28
H 0.76 -2.78 -3.94
H -0.30 -2.23 -2.68
H 1.42 -2.49 -2.31
H 2.65 -1.45 -4.69
H 3.18 -0.80 -3.13
H 2.74 0.28 -4.47
Te -3.54 -1.31 -1.43
C -3.60 -3.30 -0.81
C -4.82 -3.95 -0.65
C -4.85 -5.26 -0.19
C -3.68 -5.92 0.12
C -2.46 -5.28 -0.03
C -2.42 -3.97 -0.49
C -3.48 -1.68 -3.48
C -4.13 -0.78 -4.32
C -4.07 -0.96 -5.70
C -3.38 -2.04 -6.23
C -2.75 -2.94 -5.39
C -2.79 -2.76 -4.02
H -5.75 -3.44 -0.88
H -5.80 -5.77 -0.06
H -3.71 -6.94 0.49
H -1.53 -5.79 0.21
H -1.46 -3.47 -0.59
H -4.67 0.07 -3.91
H -4.57 -0.25 -6.35
H -3.34 -2.17 -7.30
H -2.20 -3.77 -5.81
H -2.28 -3.46 -3.37
C 5.78 1.18 4.39
C 5.47 -0.03 3.78
C 4.26 -0.20 3.11
C 3.35 0.85 3.05
C 3.67 2.07 3.65
C 4.87 2.23 4.33
As 1.61 0.79 2.13
C 0.54 0.66 3.76
C 0.11 1.71 4.55
C -0.60 1.44 5.72
C -0.88 0.12 6.07
C -0.49 -0.93 5.26
C 0.22 -0.66 4.09
C 0.67 -1.67 3.12
C 0.40 -3.03 3.16
C 0.85 -3.86 2.15
C 1.58 -3.35 1.09
C 1.86 -1.99 1.03
C 1.41 -1.16 2.05
H 6.72 1.30 4.91
H 6.17 -0.85 3.82
H 4.04 -1.15 2.65
H 2.99 2.91 3.58
H 5.10 3.18 4.79
H 0.33 2.74 4.28
H -0.93 2.25 6.35
H -1.43 -0.08 6.99
H -0.73 -1.94 5.54
H -0.18 -3.45 3.98
H 0.63 -4.92 2.19
H 1.93 -4.01 0.30
H 2.42 -1.59 0.20

Record 2
111
Properties=species:S:1:pos:R:3 method="wB97M-V/def2-TZVPD" relative_energy_kcal_mol=0.4 orbital_gap_ev=8.38 homo_ha=-0.28705 max_force_ev_per_a=0.6
Bi -0.32 -0.12 -0.07
C -0.12 -2.75 -0.82
C 1.18 -2.90 -0.37
C 2.02 -2.03 -1.12
C 1.24 -1.33 -2.03
C -0.14 -1.73 -1.84
H -1.00 -3.27 -0.44
H 1.49 -3.56 0.42
H 3.08 -1.92 -1.00
H 1.58 -0.62 -2.77
H -0.94 -1.55 -2.53
Cl 1.28 2.04 2.94
C 0.43 1.37 4.30
C -0.13 2.23 5.22
C -0.80 1.71 6.32
C -0.89 0.34 6.49
C -0.31 -0.51 5.57
C 0.37 -0.02 4.45
P 1.05 -1.08 3.13
C 0.55 -2.75 3.67
C -0.59 -3.30 3.07
C -1.06 -4.55 3.44
C -0.39 -5.28 4.41
C 0.76 -4.75 5.00
C 1.22 -3.50 4.64
C 2.84 -1.11 3.51
C 3.44 -0.39 4.54
C 4.81 -0.47 4.74
C 5.60 -1.27 3.93
C 5.01 -1.99 2.90
C 3.64 -1.90 2.68
H -0.05 3.30 5.06
H -1.26 2.39 7.03
H -1.41 -0.06 7.34
H -0.39 -1.58 5.70
H -1.10 -2.75 2.29
H -1.95 -4.95 2.97
H -0.75 -6.26 4.70
H 1.29 -5.32 5.75
H 2.11 -3.10 5.11
H 2.84 0.23 5.19
H 5.27 0.10 5.55
H 6.67 -1.34 4.09
H 5.61 -2.62 2.26
H 3.18 -2.45 1.87
N 0.22 1.69 -3.82
C 1.57 1.96 -3.89
C 2.21 1.93 -5.14
C 3.57 2.15 -5.24
C 4.33 2.41 -4.11
C 3.71 2.45 -2.87
C 2.33 2.23 -2.74
P 1.49 2.28 -1.13
C 0.68 3.91 -1.12
C -0.20 4.17 -0.07
C -0.82 5.40 0.03
C -0.61 6.38 -0.94
C 0.24 6.11 -2.00
C 0.89 4.88 -2.09
C 2.84 2.47 0.07
C 3.27 3.71 0.56
C 4.28 3.77 1.50
C 4.88 2.61 1.97
C 4.46 1.38 1.49
C 3.45 1.31 0.55
H -0.33 1.95 -3.01
H -0.30 1.75 -4.69
H 1.63 1.72 -6.03
H 4.04 2.12 -6.21
H 5.40 2.58 -4.18
H 4.29 2.66 -1.99
H -0.40 3.41 0.68
H -1.50 5.60 0.86
H -1.11 7.33 -0.87
H 0.40 6.86 -2.77
H 1.56 4.69 -2.92
H 2.80 4.62 0.20
H 4.60 4.74 1.88
H 5.66 2.67 2.72
H 4.91 0.47 1.87
H 3.10 0.34 0.21
O -3.35 0.95 4.10
C -3.97 -0.19 3.75
C -4.97 -0.67 4.58
C -5.65 -1.83 4.25
C -5.35 -2.53 3.08
C -4.35 -2.05 2.26
C -3.65 -0.89 2.57
C -2.55 -0.43 1.69
O -2.26 -1.12 0.66
O -1.85 0.57 2.02
H -2.68 1.15 3.41
H -5.21 -0.12 5.48
H -6.43 -2.19 4.91
H -5.89 -3.43 2.83
H -4.08 -2.57 1.34
C -2.67 3.67 -4.29
Si -3.55 3.12 -2.74
C -3.95 4.59 -1.67
C -5.10 2.17 -3.17
C -2.42 1.99 -1.82
C -1.69 1.25 -1.18
H -3.28 4.37 -4.86
H -2.45 2.82 -4.94
H -1.72 4.16 -4.05
H -4.61 5.28 -2.19
H -3.03 5.13 -1.40
H -4.43 4.28 -0.74
H -5.81 2.80 -3.72
H -5.60 1.82 -2.27
H -4.87 1.30 -3.79